[1]
Entry from the OMol25 dataset: C17H21As2N3O7S2Tc as an isolated structure in a non-equilibrium geometry (the ωB97M-V functional and the def2-TZVPD basis).

```
53
Properties=species:S:1:pos:R:3:forces:R:3
Tc -0.0301 0.5001 1.3224 2.468 0.983 0.616
N 2.5504 -0.8584 4.5971 0.229 -0.207 0.243
C 1.9697 -0.2089 3.5694 -1.282 0.398 -0.511
S 0.2296 0.0755 3.6977 -0.048 0.033 -0.709
N 2.6649 0.1810 2.5522 1.179 -0.078 0.120
N 1.9673 0.8419 1.5915 -0.558 -0.140 -0.114
C 2.6368 1.7115 0.8807 0.126 -0.011 0.069
C 2.0347 2.7461 0.1195 -0.596 -0.132 0.142
C 2.8188 3.5577 -0.7212 0.082 0.224 -0.128
C 2.3018 4.6903 -1.3005 0.406 -0.419 0.075
C 0.9761 5.0618 -1.0469 -0.447 -0.173 0.351
C 0.1768 4.3090 -0.2288 -0.040 0.072 -0.102
C 0.6618 3.1237 0.3738 1.381 0.630 -0.538
O -0.0706 2.4645 1.1842 -1.066 -0.705 0.369
H 2.0176 -0.9227 5.4474 0.144 -0.063 0.008
H 3.5550 -0.8507 4.6538 0.009 0.042 0.052
H 3.7180 1.6923 0.9840 0.013 -0.015 0.036
H 3.8467 3.2676 -0.8982 0.036 0.032 -0.019
H 2.9136 5.2946 -1.9546 0.042 -0.005 -0.015
H 0.5736 5.9541 -1.5012 -0.051 0.039 -0.091
H -0.8604 4.5554 -0.0670 -0.082 0.045 0.064
O 0.5929 0.0196 -3.2169 -0.636 -0.347 0.592
As -0.4857 0.9710 -2.0811 0.517 -1.334 -2.380
O -0.3316 2.4291 -2.7280 -0.197 1.284 -0.042
O 0.3150 0.4824 -0.6867 0.199 -0.215 2.046
C -1.9608 -0.3036 -2.2587 0.464 0.246 0.035
C -2.0025 -1.2288 -3.2916 0.069 0.021 -0.161
C -2.8694 -2.3065 -3.2029 -0.002 0.048 -0.008
C -3.6941 -2.4663 -2.0984 0.016 0.146 0.074
C -3.6916 -1.5134 -1.0923 -0.169 -0.057 0.037
C -2.8192 -0.4475 -1.1917 0.097 0.480 0.147
S -2.7602 0.8212 0.0487 -1.754 -0.319 0.025
O -4.1040 1.1320 0.4280 0.077 -0.121 0.057
O -1.9843 1.8965 -0.5296 -0.049 0.105 -0.359
O -2.0234 0.1664 1.1821 -0.478 0.059 0.199
H 1.1620 0.6422 -3.6700 0.010 0.362 -0.083
H -1.3487 -1.1102 -4.1446 0.055 -0.043 0.080
H -2.8942 -3.0328 -3.9986 -0.009 -0.115 -0.129
H -4.3461 -3.3215 -2.0294 -0.131 -0.103 -0.001
H -4.3574 -1.5747 -0.2437 -0.085 -0.053 0.044
C 1.4221 -3.0236 2.0651 -0.088 0.496 -0.021
As 0.1407 -1.9672 0.9908 0.279 -2.150 -0.136
C 0.6588 -2.6271 -0.7768 -0.045 0.270 -0.035
C -1.4223 -3.0805 1.3855 -0.005 0.203 0.046
H 1.3939 -4.0738 1.7738 -0.144 0.106 -0.146
H 1.1568 -2.9357 3.1190 0.024 0.019 -0.058
H 2.4302 -2.6366 1.9216 -0.017 0.005 0.020
H 0.4900 -3.7057 -0.8523 -0.005 0.172 0.190
H 1.7180 -2.4106 -0.9275 -0.079 0.017 0.038
H 0.1099 -2.1115 -1.5640 0.005 -0.019 0.088
H -1.2009 -4.1278 1.1610 0.090 0.196 -0.012
H -2.2856 -2.7596 0.8093 0.025 0.053 -0.046
H -1.6586 -2.9830 2.4454 0.019 0.034 -0.020
```
Positions in Å, forces in eV/Å.

The energy above the lowest of the compared OMol25 structures with the same formula, charge and spin is 0.9886 eV. For the HOMO-LUMO gap (spin up / spin down), the calculation gives 5.752 / 6.753 eV. The HOMO energy (spin up / spin down) is -0.308 / -0.299 Ha. For the LUMO energy (spin up / spin down), the calculation gives -2.62 / -1.39 eV. The spin multiplicity is 2.

Results of the natural (NBO) charge analysis, in e, for atoms 1 through 4: 0.89, -0.80, 0.28, -0.05


[2]
Entry from the OMol25 dataset: C13H25BrINO4PS as an isolated structure in a non-equilibrium geometry (the ωB97M-V functional and the def2-TZVPD basis).

```
47
Properties=species:S:1:pos:R:3:forces:R:3
C 5.1176 1.0178 1.0474 0.457 0.215 0.571
O 4.1079 1.1344 0.0473 0.519 -0.852 0.538
C 4.2632 0.0784 -0.8982 0.139 -0.371 -1.351
C 2.9115 -0.3914 -1.5280 0.193 0.793 -0.250
C 1.6427 0.2333 -0.8830 -0.852 0.028 -0.378
C 1.1671 -0.4541 0.4306 2.596 1.581 -0.735
P 1.8187 -2.2455 0.7996 -0.312 -3.796 0.843
O 1.4826 -3.3105 -0.4775 1.022 2.094 0.365
O 3.4935 -2.1989 0.9840 -1.244 0.508 -1.752
C 1.7230 0.3474 1.6992 -1.733 -2.214 0.511
Br 0.7355 2.0189 2.0257 1.056 -0.132 -0.378
S 1.0802 -0.8810 2.9892 -2.239 1.939 0.040
C -0.4827 -0.9030 2.0295 1.487 -0.319 0.824
I -2.2589 -1.3262 3.1076 1.221 0.204 -1.125
N -0.2635 -0.6286 0.7517 -1.097 -0.305 2.940
O -1.3609 -0.6177 -0.0459 0.307 0.101 -0.489
C -1.5625 0.6551 -0.7265 -0.362 1.286 -1.729
C -2.9784 1.2610 -0.5849 -0.343 -0.096 1.080
C -3.1578 1.9067 0.8422 0.792 0.694 -1.035
C -4.1584 0.3234 -1.0150 -0.344 -0.637 -0.117
C -3.7443 -0.8616 -1.9392 -0.294 -0.028 0.517
C -5.0321 -0.2052 0.1765 -0.090 1.145 -0.480
H 6.0236 0.5047 0.6808 -0.401 0.235 0.008
H 5.4360 2.0048 1.4202 -0.385 -0.241 -0.326
H 4.7652 0.4435 1.9362 0.068 0.156 -0.426
H 4.9030 0.4683 -1.7193 -0.301 -0.213 0.384
H 4.7876 -0.8104 -0.5092 -0.293 0.552 0.297
H 2.9146 -0.0447 -2.5798 -0.117 -0.141 0.517
H 2.8767 -1.4957 -1.6043 -0.046 0.557 0.277
H 0.8576 0.2338 -1.6656 0.242 -0.273 0.564
H 1.7981 1.3048 -0.6464 0.104 -0.541 -0.226
H 0.9405 -2.8755 -1.1467 0.054 -0.150 -0.460
H 3.7472 -1.9381 1.8711 -0.058 -0.177 0.388
H 2.8042 0.3113 1.8818 -0.429 0.786 -0.723
H -1.3968 0.4652 -1.8067 -0.005 -0.140 0.620
H -0.8097 1.4096 -0.4371 -0.295 -0.532 0.291
H -3.0015 2.1272 -1.2762 0.347 -0.570 0.093
H -2.6148 2.8749 0.7872 -0.247 -0.466 0.259
H -2.6609 1.3309 1.6381 -0.580 0.049 -0.173
H -4.2029 2.1658 1.0584 0.392 -0.377 0.117
H -4.8491 0.9459 -1.6184 0.401 -0.231 0.267
H -3.1894 -0.5247 -2.8310 -0.216 -0.239 0.316
H -3.1658 -1.6249 -1.3790 -0.078 0.484 -0.347
H -4.6663 -1.3860 -2.2541 0.471 0.360 -0.086
H -5.6544 -1.0518 -0.1501 0.406 0.142 0.280
H -4.4549 -0.4089 1.0895 -0.164 -0.307 -0.429
H -5.7319 0.6174 0.4286 0.250 -0.563 0.110
```
Positions in Å, forces in eV/Å.

For the HOMO-LUMO gap, the calculation gives 6.591 eV. The HOMO energy is -0.404 Ha. For the LUMO energy, the calculation gives -4.41 eV. Its total charge is +1. The spin multiplicity is 1.

Results of the natural (NBO) charge analysis, in e, for atoms 1 through 4: -0.25, -0.56, -0.08, -0.44


[3]
Entry from the OMol25 dataset: C17H11Cl3F10GeN3W as an isolated structure in a non-equilibrium geometry (the ωB97M-V functional and the def2-TZVPD basis).

```
46
Properties=species:S:1:pos:R:3:forces:R:3
W 0.1772 0.4867 0.3819 -0.566 1.983 1.464
C 0.2935 3.4949 0.8211 -0.027 0.184 -0.204
N 0.1198 2.4650 -0.2551 -1.038 0.961 -0.665
C -1.3075 2.5447 -0.8505 -0.192 0.084 0.824
C -2.2580 1.6213 -0.0176 0.468 0.788 -1.631
N -1.6749 0.2713 -0.2090 0.315 0.295 1.347
C -2.5479 -0.8293 -0.0227 -0.067 -0.098 -0.814
C -3.5122 -0.8949 0.9751 0.142 -0.058 0.134
F -3.5651 0.0569 1.9067 -0.051 0.030 -0.044
C -4.3968 -1.9602 1.0501 -0.032 0.020 -0.028
F -5.2947 -1.9989 2.0126 0.016 -0.005 0.008
C -4.3328 -2.9860 0.1173 -0.003 -0.030 0.033
F -5.1645 -4.0014 0.1940 0.007 0.004 -0.006
C -3.3722 -2.9486 -0.8850 -0.021 0.038 -0.038
F -3.2816 -3.9239 -1.7714 0.015 -0.007 0.011
C -2.5169 -1.8683 -0.9447 0.098 -0.049 0.079
F -1.5749 -1.8345 -1.9291 -0.024 0.002 -0.038
C 1.2096 2.6120 -1.2855 0.414 -0.263 0.579
C 2.5650 2.1814 -0.6533 -0.153 -0.035 0.206
N 2.2963 0.9716 0.1753 -0.633 -1.144 -0.905
C 3.1037 -0.1197 0.2207 -0.793 0.162 0.432
C 2.5466 -1.4714 0.5451 1.662 1.193 -0.931
F 0.8804 -1.6022 2.5688 0.683 -0.211 0.484
C 0.0808 -2.7521 0.3887 -0.732 3.139 -1.060
F -0.5357 -3.8587 0.1746 1.090 -0.579 0.524
C 3.6083 -2.4045 0.6112 0.174 0.380 0.304
F 3.4894 -3.6587 0.9076 0.057 -0.026 -0.086
C 4.7941 -1.6988 0.3318 0.047 0.098 -0.033
F 5.9886 -2.2077 0.3049 -0.023 -0.068 -0.071
C 4.4920 -0.3571 0.0744 0.120 -0.033 -0.055
F 5.3747 0.5508 -0.2512 -0.016 0.054 0.014
H 0.3720 4.4807 0.3608 0.004 -0.015 -0.041
H 1.1896 3.2836 1.3985 0.006 -0.008 -0.003
H -0.5593 3.4779 1.4913 -0.036 -0.044 -0.035
H -1.2838 2.1639 -1.8692 0.128 0.054 -0.030
H -1.6495 3.5791 -0.8546 0.123 0.047 0.020
H -3.2621 1.6821 -0.4411 0.034 -0.031 -0.087
H -2.3191 1.9044 1.0327 0.050 -0.008 0.016
H 1.2294 3.6425 -1.6409 0.086 -0.017 -0.069
H 0.9994 1.9459 -2.1239 -0.220 0.073 -0.019
H 2.9851 2.9819 -0.0451 0.034 -0.057 0.064
H 3.2782 1.9471 -1.4432 0.013 0.104 -0.026
Cl 0.9310 -1.5596 0.8260 -1.601 -5.940 2.613
Ge 1.0216 -1.2716 -1.5647 0.225 -0.976 -1.566
Cl 1.7473 -3.0972 -2.3648 -0.173 0.164 0.053
Cl -0.3642 0.9592 2.5511 0.391 -0.158 -0.720
```
Positions in Å, forces in eV/Å.

The energy above the lowest of the compared OMol25 structures with the same formula, charge and spin is 15.4145 eV. For the HOMO-LUMO gap (spin up / spin down), the calculation gives 6.070 / 5.733 eV. The HOMO energy (spin up / spin down) is -0.551 / -0.551 Ha. For the LUMO energy (spin up / spin down), the calculation gives -8.93 / -9.27 eV. Its total charge is +2. The spin multiplicity is 4.

Results of the natural (NBO) charge analysis, in e, for atoms 1 through 4: 1.17, -0.43, -0.50, -0.22


[4]
Entry from the OMol25 dataset: C34H51NO2PSbZn as an isolated structure (the ωB97M-V functional and the def2-TZVPD basis).

```
91
Properties=species:S:1:pos:R:3:forces:R:3
Zn 0.2811 0.6028 0.5281 -0.030 0.003 0.045
O -0.5470 3.9017 -1.7588 0.010 0.024 -0.003
C -0.3222 3.0560 -0.8926 0.018 -0.023 0.006
O 0.2290 1.9224 -1.0323 -0.015 0.026 -0.015
C -0.7722 3.3802 0.5364 -0.008 -0.018 0.005
C -1.3564 4.5962 0.8632 -0.007 0.000 -0.001
C -1.7653 4.7984 2.1704 0.009 -0.008 0.000
C -1.5749 3.7892 3.1053 -0.017 0.016 0.000
C -0.9781 2.6082 2.6966 0.004 -0.036 0.003
N -0.5950 2.4182 1.4362 0.020 0.028 -0.014
H -1.4770 5.3352 0.0837 0.002 -0.001 -0.002
H -2.2268 5.7346 2.4629 -0.004 0.000 -0.002
H -1.8741 3.9114 4.1376 0.005 -0.002 0.000
H -0.7707 1.7917 3.3804 0.002 -0.004 0.000
C 3.2562 -1.5911 3.4765 0.023 0.042 0.009
Sb 1.5177 -0.2968 3.6311 0.017 0.025 -0.034
C 2.3727 -0.0998 6.0105 -0.015 -0.049 0.008
C 0.0843 -1.5964 4.6427 0.033 0.000 0.055
H 3.1440 -2.4243 4.1731 -0.002 -0.013 -0.007
H 4.1365 -1.0164 3.7698 0.006 -0.001 0.010
H 3.3573 -1.9582 2.4547 -0.007 -0.009 0.016
H 2.5817 -1.0523 6.5248 0.004 0.013 0.014
H 1.6242 0.4551 6.5986 -0.004 0.000 -0.012
H 3.2986 0.4955 5.9899 0.001 -0.001 -0.010
H 0.6229 -2.4350 5.0910 -0.001 0.006 -0.001
H -0.6668 -1.9759 3.9517 -0.015 -0.003 -0.025
H -0.3867 -1.0286 5.4485 0.005 0.001 -0.001
C -5.8714 2.6381 -0.2092 -0.005 0.000 -0.002
C -4.8927 2.8556 -1.3762 0.001 -0.002 0.002
C -3.5984 2.0572 -1.1746 -0.007 0.018 0.026
C -3.8953 0.7155 -0.4991 0.008 0.010 -0.009
C -4.3431 1.0032 0.9493 0.001 0.022 0.000
C -5.0996 2.3385 1.0721 0.000 -0.012 0.001
P -2.3974 -0.3840 -0.4921 0.007 0.014 -0.035
C -2.2909 -1.0210 -2.2443 -0.011 0.015 0.003
C -1.3146 -0.1606 -3.0690 0.014 -0.010 0.026
C -1.3841 -0.5575 -4.5388 -0.021 0.000 -0.021
C -2.7476 -0.1745 -5.1392 0.003 0.002 0.001
C -3.8628 -0.2108 -4.0824 0.011 -0.008 -0.010
C -3.5949 -1.2886 -3.0349 0.005 -0.005 0.007
C -2.9430 -1.9124 0.4068 0.045 -0.008 0.049
C -4.3279 -2.4931 0.0639 -0.007 -0.009 0.010
C -4.8407 -3.4280 1.1721 -0.004 0.014 -0.006
C -3.6769 -4.1876 1.7977 0.028 0.007 0.009
C -2.7440 -3.2182 2.5456 -0.010 -0.006 -0.004
C -2.7554 -1.8097 1.9280 -0.003 -0.022 -0.055
H -6.5303 1.7907 -0.4267 0.000 0.001 0.000
H -6.5194 3.5101 -0.0851 0.001 0.002 0.000
H -4.6459 3.9176 -1.4654 -0.002 0.002 -0.003
H -5.3696 2.5637 -2.3175 0.004 -0.005 0.000
H -2.9224 2.6197 -0.5290 -0.002 0.001 -0.005
H -3.0672 1.9500 -2.1189 -0.024 -0.005 0.002
H -4.7212 0.2337 -1.0369 0.007 0.002 -0.005
H -3.4660 1.0239 1.6040 -0.006 -0.003 0.007
H -4.9740 0.1846 1.3050 -0.005 0.007 -0.010
H -4.3910 3.1519 1.2593 0.004 -0.003 -0.003
H -5.7694 2.3079 1.9353 0.001 0.002 0.004
H -1.7921 -1.9824 -2.0802 0.001 0.004 -0.007
H -0.3073 -0.2806 -2.6711 0.003 0.004 -0.004
H -1.5292 0.9069 -2.9684 0.010 -0.009 -0.012
H -1.2315 -1.6393 -4.6170 0.001 -0.004 0.005
H -0.5782 -0.0879 -5.1073 0.004 0.003 0.010
H -2.9941 -0.8538 -5.9617 -0.004 0.000 -0.002
H -2.6902 0.8295 -5.5694 -0.003 -0.003 -0.007
H -4.8317 -0.3791 -4.5620 -0.002 0.001 0.001
H -3.9320 0.7594 -3.5858 -0.005 -0.001 0.003
H -3.5068 -2.2533 -3.5490 -0.008 -0.006 0.007
H -4.4516 -1.3847 -2.3690 -0.011 0.009 0.000
H -2.1736 -2.6197 0.0720 -0.007 -0.015 0.015
H -4.2581 -3.0560 -0.8711 -0.001 -0.002 -0.003
H -5.0626 -1.6982 -0.1033 -0.003 -0.002 -0.005
H -5.5931 -4.1101 0.7636 0.000 0.001 -0.002
H -5.3424 -2.8418 1.9504 -0.001 0.003 0.002
H -3.1146 -4.6935 1.0062 -0.003 0.003 0.000
H -4.0362 -4.9692 2.4733 -0.002 -0.001 0.002
H -1.7246 -3.6044 2.5202 0.001 0.006 0.002
H -3.0363 -3.1517 3.5980 -0.008 0.002 -0.001
H -1.8084 -1.3062 2.1416 -0.014 0.011 0.011
H -3.5617 -1.2135 2.3679 0.012 -0.014 -0.006
C 0.8369 -0.9015 1.5690 -0.010 -0.034 -0.021
C 0.7153 -2.1798 1.0200 -0.018 0.028 0.019
C 0.4396 -2.4551 -0.3774 -0.004 -0.037 -0.031
C 0.1460 -3.7095 -0.8660 -0.003 0.010 0.002
C 0.1408 -4.8420 -0.0417 0.003 -0.014 -0.010
C 0.5316 -4.6431 1.2938 -0.001 0.007 0.003
C 0.8273 -3.3987 1.7991 0.004 0.004 -0.007
H 0.4749 -1.6156 -1.0678 0.008 0.026 -0.001
H -0.0739 -3.8185 -1.9279 -0.001 -0.005 0.000
H -0.0805 -5.8288 -0.4306 0.000 -0.002 0.002
H 0.6018 -5.5020 1.9588 -0.002 -0.001 0.002
H 1.1171 -3.3073 2.8390 -0.002 -0.005 0.013
```
Positions in Å, forces in eV/Å.

The energy above the lowest of the compared OMol25 structures with the same formula, charge and spin is 0.0000 eV. For the HOMO-LUMO gap, the calculation gives 3.527 eV. The HOMO energy is 0.023 Ha. For the LUMO energy, the calculation gives 4.15 eV. Its total charge is -2. The spin multiplicity is 1.

Results of the Löwdin charge analysis, in e, for atoms 1 through 4: 0.60, 0.00, -0.64, -0.12